Computed, not measured: a 5-piece molecular cluster, C17H33F7N2O14P2S overall, with the ωB97M-V functional and the def2-TZVPD basis.

The geometry in ORCA input format:
```
! wB97M-V def2-TZVPD RIJCOSX def2/J DEFGRID3
* xyz 0 1
C -2.8203 3.0830 -1.4206
C -1.7917 2.7468 -2.3464
P -1.0430 0.9869 -2.2071
N -1.7960 -0.2124 -1.1927
P 0.2488 1.7594 -0.5807
N 0.6656 0.6599 0.5243
S -2.2287 0.4622 -3.9815
O -3.1427 1.6146 -4.3695
O -3.1671 -0.6698 -3.5805
C -1.2369 -0.1993 -5.4260
F -2.1906 -0.7060 -6.3500
F -0.5046 -1.3101 -4.9867
C -0.3869 0.8785 -6.2342
F -1.1746 2.0084 -6.5486
F 0.0565 0.3877 -7.4840
C 0.9061 1.4389 -5.4891
F 0.6185 2.4814 -4.5790
F 1.6982 2.0521 -6.4822
F 1.7119 0.4735 -4.9079
H -2.6229 3.1576 -0.2981
H -3.8577 3.3037 -1.8367
H -1.4007 3.4072 -3.1773
H 0.1591 0.5842 -2.9027
H -2.7905 -0.0302 -1.0216
H -1.6156 -1.1737 -1.5020
H 1.4353 2.3697 -1.1656
H -0.4573 2.8364 0.0638
H 0.2622 1.0405 1.4022
C -3.8239 -3.1290 -4.9233
O -4.9503 -3.9985 -5.0616
C -4.9101 -5.0762 -4.2692
O -4.0320 -5.3478 -3.4866
O -6.0152 -5.8021 -4.4961
C -6.1050 -6.9905 -3.7124
H -3.9611 -2.2938 -5.6079
H -3.7636 -2.7369 -3.9100
H -2.9012 -3.6491 -5.1924
H -6.1349 -6.7491 -2.6480
H -5.2721 -7.6615 -3.9325
H -7.0340 -7.4943 -3.9787
C 0.9585 -8.3102 -0.5642
O 0.5157 -8.3620 -1.9186
C -0.3579 -7.3971 -2.2484
O -0.7703 -6.5357 -1.5138
O -0.6895 -7.5605 -3.5360
C -1.6225 -6.5946 -4.0282
H 1.6573 -9.1327 -0.4117
H 1.4796 -7.3717 -0.3648
H 0.1184 -8.4380 0.1213
H -1.2032 -5.5882 -3.9661
H -2.5597 -6.6547 -3.4843
H -1.8163 -6.8240 -5.0769
C 1.9540 4.6094 5.6840
O 3.1160 4.0549 5.0681
C 2.8573 3.2635 4.0160
O 1.7651 3.0028 3.5780
O 4.0265 2.8143 3.5376
C 3.9035 1.9518 2.4062
H 2.2822 5.2286 6.5192
H 1.4085 5.2404 4.9795
H 1.3096 3.8188 6.0732
H 3.4350 2.4759 1.5711
H 3.3374 1.0552 2.6644
H 4.9071 1.6510 2.1054
C 3.7033 7.7683 11.5039
O 4.8680 7.2165 10.8926
C 4.6134 6.4249 9.8404
O 3.5226 6.1622 9.3994
O 5.7840 5.9771 9.3649
C 5.6624 5.1156 8.2343
H 4.0290 8.3881 12.3392
H 3.1588 8.3979 10.7974
H 3.0591 6.9764 11.8909
H 5.1950 5.6402 7.3987
H 5.0960 4.2187 8.4925
H 6.6656 4.8143 7.9338
*
```

The SMILES is C=C[PH](N)([PH2]=N)S(=O)(=O)C(F)(F)C(F)(F)C(F)(F)F.COC(=O)OC.COC(=O)OC.COC(=O)OC.COC(=O)OC. Its LUMO energy is -1.77 eV. The value obtained for the highest occupied orbital energy is -7.9 eV.



Computed, not measured: C17H33Li2O11P as an isolated structure, with the ωB97M-V functional and the def2-TZVPD basis.

The geometry in ORCA input format:
```
! wB97M-V def2-TZVPD RIJCOSX def2/J DEFGRID3
* xyz -2 1
Li -4.4265 1.2124 -1.1615
Li -3.5403 4.1645 -2.0057
P -4.8214 2.9905 0.4238
O -4.7896 1.4583 0.6840
O -4.6107 3.0396 -1.0840
O -3.6552 3.6387 1.2074
O -6.1151 3.8093 0.6026
O -0.5007 1.3435 -2.1476
C -1.8612 1.4516 -2.0435
O -2.5162 0.5746 -1.4407
O -2.4213 2.3559 -2.7492
H -0.5710 0.5128 -1.6715
C -2.6302 -2.8386 1.6889
C -2.5754 -2.6420 3.1996
C -2.0603 -1.2001 3.4657
O -2.5126 -0.5416 2.2286
C -3.1940 -1.4661 1.2998
H -3.3481 -3.6317 1.4797
H -1.6728 -3.1880 1.3023
H -1.8408 -3.3835 3.5136
H -3.5298 -2.6731 3.7253
H -0.9718 -1.2308 3.5130
H -2.3888 -0.7424 4.3988
H -3.0754 -1.1606 0.2602
H -4.2403 -1.3667 1.5884
C 2.2714 -3.6516 -1.4699
C 1.1606 -2.6843 -1.7289
C 0.0526 -3.1064 -0.8711
O 0.3350 -4.4723 -0.6891
C 1.4650 -4.8882 -1.3942
H 2.7592 -3.3821 -0.5331
H 3.0246 -3.7214 -2.2548
H 0.9226 -2.5074 -2.7778
H 1.4681 -1.6700 -1.4746
H -0.9198 -3.0764 -1.3628
H 0.0839 -2.6099 0.0987
H 1.2381 -5.3012 -2.3771
H 1.9585 -5.7744 -0.9952
C 3.3395 0.6811 -2.0379
C 4.8631 0.8645 -1.8821
C 5.2294 1.6988 -3.1935
O 4.1372 2.6422 -3.1159
C 2.9647 2.1499 -2.3674
H 2.8666 0.6214 -1.0577
H 2.8988 0.0291 -2.7920
H 5.4267 -0.0664 -1.8202
H 5.1285 1.4871 -1.0278
H 5.3342 1.0003 -4.0237
H 6.2188 2.1494 -3.2716
H 1.9952 2.2388 -2.8575
H 2.8638 2.7795 -1.4834
C 0.8460 2.7235 2.9715
C 1.1782 2.2596 1.5407
C -0.2103 2.0081 1.0414
O -1.0041 1.6413 2.1429
C -0.2676 1.7501 3.3541
H 0.5661 3.7759 3.0179
H 1.7498 2.6075 3.5696
H 1.7574 1.3365 1.5171
H 1.7173 2.9454 0.8872
H 0.0151 1.2932 0.2500
H -0.6897 2.8314 0.5117
H 0.0874 0.7476 3.5931
H -0.9624 2.1630 4.0854
*
```

Its LUMO energy is 3.77 eV. For the energy above the lowest of the compared OMol25 structures with the same formula, charge and spin, the calculation gives 4.6840 eV. The value obtained for the highest occupied orbital energy is 1.1 eV.